{
  "formula": "C39H79AlBr28NO2",
  "method": "ωB97M-V/def2-TZVPD",
  "charge": -1,
  "e_lumo_ha": 0.0475,
  "orbital_gap_ev": 6.487,
  "mol_weight_g_mol": 2858.36,
  "species": ["H", "C", "Br", "H", "Br", "C", "H", "C", "C", "C", "H", "H", "H", "H", "H", "Br", "H", "H", "H", "H", "Br", "C", "Br", "H", "C", "H", "C", "C", "Br", "Br", "O", "H", "C", "H", "C", "H", "C", "Br", "O", "C", "C", "C", "H", "H", "H", "H", "H", "C", "Br", "H", "H", "H", "H", "C", "H", "H", "H", "N", "H", "C", "Br", "H", "H", "H", "H", "H", "H", "H", "C", "H", "H", "C", "H", "H", "C", "Br", "C", "C", "H", "Br", "Br", "H", "C", "Br", "H", "C", "H", "C", "H", "Br", "H", "C", "H", "H", "H", "H", "H", "Br", "Br", "H", "Br", "H", "C", "C", "H", "H", "H", "H", "Br", "H", "C", "H", "H", "C", "Br", "Br", "C", "C", "H", "Br", "H", "C", "H", "C", "C", "H", "H", "H", "H", "H", "Br", "H", "C", "Br", "H", "Br", "H", "Br", "Br", "H", "H", "Br", "C", "H", "C", "H", "H", "H", "Al", "H"],
  "positions_angstrom": [[-0.242, -1.888, -1.535], [2.478, -6.647, 5.968], [-3.027, 4.621, -3.863], [2.274, 2.320, -4.063], [-3.527, 3.753, -7.663], [-8.042, 2.697, -6.518], [3.005, -7.567, 0.499], [-2.693, -2.261, 1.180], [5.377, 5.330, -7.213], [-3.984, 5.022, -9.051], [1.479, -5.497, 4.429], [3.890, -6.967, 1.907], [1.905, 4.629, -8.059], [-0.349, 5.814, -4.041], [-1.277, -0.789, 1.868], [3.517, -4.176, 4.935], [0.197, 3.237, -9.000], [4.695, -3.396, -1.509], [4.060, -4.797, 0.132], [-7.640, 6.316, 10.765], [-3.215, -2.747, -4.291], [4.907, -0.624, 6.868], [4.303, -2.793, 8.659], [-2.230, -2.316, -7.037], [-6.974, 5.978, 9.978], [-7.613, 0.641, -6.125], [-1.365, -2.671, -6.487], [3.733, -6.817, 0.827], [4.868, 2.511, -6.981], [-0.379, 1.658, -7.201], [5.519, -2.519, 0.141], [-4.690, 0.707, 6.708], [-1.022, 6.662, -4.052], [-3.293, -4.081, 2.119], [-1.453, -2.349, -5.021], [4.017, 2.396, -3.770], [-2.573, -3.784, 1.340], [3.257, -7.866, 4.674], [7.306, -1.750, -1.101], [4.947, -0.991, 8.328], [4.573, -2.451, -0.963], [3.165, -2.198, -0.467], [-6.397, 4.046, 10.709], [-4.528, -2.205, 6.190], [-1.665, -0.683, 0.174], [5.954, -0.943, 8.728], [-8.650, 2.762, -5.620], [-6.937, 4.479, 9.871], [1.570, 4.447, -5.622], [5.064, 0.446, 6.752], [3.230, -6.489, 6.734], [-0.595, 4.085, -7.654], [-7.000, 1.637, 8.496], [-6.468, 0.891, 7.914], [4.293, -0.337, 8.900], [-2.863, -4.050, -0.679], [-6.487, 4.143, 8.945], [-2.895, -4.611, 0.163], [7.577, -4.091, 0.882], [-0.123, -2.061, 0.609], [-1.155, -3.378, 4.798], [-7.173, 0.358, 7.281], [2.982, 3.387, -1.805], [-5.778, 2.028, 6.236], [-4.578, 4.473, -9.779], [-3.163, -1.869, 2.085], [-3.121, 7.048, -4.374], [-8.682, 2.615, -7.390], [-0.056, -2.672, -0.784], [6.905, -3.421, 2.981], [8.697, -2.692, 0.743], [-2.459, -2.766, 6.102], [-1.305, -1.284, -4.857], [3.499, 1.760, -1.308], [3.077, 1.971, -3.419], [-5.795, -0.423, 9.181], [0.180, 3.371, -7.921], [6.837, -2.371, -0.113], [-1.999, -1.956, 6.658], [-1.112, 7.327, -2.225], [1.026, 1.928, -1.415], [-3.415, -2.082, 0.364], [2.084, -5.304, -0.518], [2.235, -0.549, 3.651], [8.160, -2.165, 2.923], [3.220, -5.400, 0.502], [-0.080, 2.028, 5.293], [1.548, 3.795, -7.457], [6.504, -1.808, 2.390], [-0.381, 1.893, 2.844], [1.412, -4.798, 6.058], [5.793, 4.121, -6.420], [6.854, 3.913, -6.505], [2.327, -5.957, -1.367], [4.299, 5.386, -7.322], [-0.787, -3.484, -0.899], [3.975, -0.912, 6.388], [-1.249, -4.585, -6.823], [3.222, 0.053, -3.664], [-2.037, 4.814, -9.951], [-7.137, 4.414, -6.649], [2.033, 0.907, 5.642], [7.289, -2.573, 2.403], [-3.745, -2.338, 5.446], [-4.601, 5.787, -8.590], [2.242, 1.879, 4.170], [-2.642, -3.607, 6.766], [-0.738, -2.900, -4.424], [-4.261, 2.740, 8.060], [0.173, -2.804, 1.366], [-7.081, 1.542, -6.420], [-5.972, 6.363, 10.153], [-1.582, -4.071, 1.710], [0.211, 1.261, 4.579], [6.119, 5.333, -9.010], [1.935, -3.568, -3.584], [-2.759, 5.589, -9.716], [-2.375, 6.292, -4.595], [-6.274, 1.733, -5.720], [-6.256, 1.123, -8.126], [5.529, 4.264, -5.375], [-5.365, 1.472, 7.074], [-0.339, 0.346, 4.780], [2.846, 2.320, -1.970], [-1.438, -1.403, 0.979], [1.625, -7.173, 6.391], [-0.457, -2.242, -6.904], [4.900, -1.654, -1.646], [3.135, -2.310, 0.632], [2.887, -4.921, 1.438], [6.326, -1.475, 5.858], [2.274, 2.990, -7.477], [1.704, 1.049, 4.615], [-3.555, -0.620, 4.554], [-3.843, -4.948, 0.235], [-1.823, 6.877, -8.593], [5.743, 6.237, -6.739], [-7.586, 6.814, 8.335], [-8.720, 3.696, 9.937], [-4.073, -3.042, 4.688], [2.870, -1.164, -0.712], [0.457, -6.092, 0.262], [2.029, -5.350, 5.353], [-3.026, 6.129, -10.621], [7.674, -3.005, 0.973], [4.684, -7.026, 0.315], [-2.318, 6.135, -5.671], [-0.587, 7.469, -4.638], [1.752, -3.421, -1.175], [0.637, -1.262, 0.675]],
  "forces_ev_per_a": [[-0.2028, -0.1340, 0.0459], [0.0135, -0.0683, -0.0008], [-0.0161, -0.0276, 0.1009], [0.0547, -0.0819, 0.1256], [0.1726, 0.0972, 0.0526], [0.0232, 0.0814, 0.0297], [0.0701, 0.0563, 0.0784], [-0.4768, -0.1329, -0.1032], [0.0284, 0.0221, -0.0676], [-0.0533, -0.1008, 0.0604], [-0.0276, -0.0387, -0.0253], [0.0194, 0.0984, -0.3718], [-0.0181, -0.0068, -0.0477], [0.0075, -0.0008, -0.0003], [-0.0257, -0.0559, 0.1606], [0.0642, -0.0179, -0.0853], [0.0150, 0.0303, -0.0345], [-0.0183, 0.0295, 0.1227], [-0.1562, -0.0394, 0.0947], [0.0075, 0.0109, 0.0454], [-0.0218, -0.0211, -0.0022], [0.0355, -0.0013, -0.0730], [0.0388, -0.0152, 0.0237], [-0.0046, 0.0384, -0.0249], [0.0158, 0.0408, -0.0804], [-0.0151, -0.0015, 0.0217], [0.0597, -0.0474, 0.0095], [0.0357, -0.1450, 0.0281], [0.1947, -0.0757, 0.0135], [0.0974, 0.0464, 0.1264], [1.0431, -0.2307, 0.0008], [0.0093, 0.0331, -0.0797], [0.0032, 0.0552, 0.0876], [0.2796, -0.0303, -0.0235], [-0.1153, 0.0573, 0.0802], [0.0399, 0.0160, 0.0480], [-0.1660, -0.3072, 0.3306], [0.0225, 0.0292, 0.0300], [-1.2744, -1.9585, 2.6525], [-0.0832, -0.0388, 0.0054], [0.1085, 0.5513, -0.7020], [0.0668, 0.0918, 0.0441], [0.0185, 0.0176, 0.0240], [0.0158, 0.0028, 0.0336], [0.1250, -0.0792, 0.2181], [0.0262, 0.0229, 0.0213], [0.0086, -0.0322, 0.0248], [-0.1619, -0.0512, 0.0780], [-0.0581, 0.0918, -0.1058], [-0.0081, 0.0228, 0.0048], [-0.0071, 0.0029, 0.0498], [0.0232, 0.0281, -0.0088], [-0.0359, 0.0222, -0.0028], [0.0210, -0.0563, 0.0374], [-0.0143, 0.0281, -0.0124], [0.2021, -0.0521, -0.1186], [0.0362, 0.0434, -0.0069], [-0.0612, 0.2772, 0.0284], [0.1118, 0.1386, -0.1554], [0.4578, 0.0844, 0.0409], [-0.0126, 0.1383, 0.0294], [0.0005, -0.0158, -0.0247], [-0.0013, 0.0242, -0.0133], [-0.0049, 0.0120, -0.0161], [-0.0081, -0.0099, -0.0145], [-0.1772, -0.0959, -0.1010], [-0.0223, 0.0287, -0.0214], [-0.0410, -0.0003, -0.0118], [0.2940, -0.2794, -0.1766], [0.0531, 0.2001, -0.0706], [-0.0922, -0.3422, 0.0631], [0.0828, -0.1284, -0.0721], [0.0079, 0.0300, -0.0297], [0.0255, -0.0151, 0.0061], [0.0539, -0.1764, -0.0044], [0.0005, 0.0281, 0.0082], [-0.0493, -0.0565, -0.0026], [0.0032, 1.7059, -2.1723], [-0.0025, 0.0171, 0.0393], [-0.0084, -0.0311, -0.0168], [-0.0051, -0.0430, 0.0213], [0.2042, -0.0305, 0.2212], [0.7468, -0.0081, -0.1911], [0.0272, 0.0142, -0.0017], [-0.1184, -0.0572, -0.0057], [-0.0623, 0.0073, 0.3915], [0.0099, 0.0105, 0.0148], [-0.0361, 0.0001, 0.0432], [0.1958, -0.1724, 0.0428], [-0.0202, 0.0240, -0.0183], [-0.0269, -0.0093, 0.0164], [-0.0949, -0.0668, 0.0504], [0.0366, 0.0332, 0.0057], [-0.1907, 0.0377, 0.1466], [-0.0353, 0.0276, 0.0410], [-0.0111, 0.2332, -0.1071], [-0.0244, -0.0174, 0.0027], [-0.0556, 0.0488, -0.0046], [-0.1266, 0.0000, -0.0937], [0.0060, -0.0242, -0.0446], [-0.0644, -0.0084, -0.0435], [-0.0144, 0.0047, 0.0248], [-0.2725, 0.0302, 0.0270], [-0.0370, 0.0869, 0.0170], [-0.0141, 0.0497, -0.0331], [-0.0016, 0.0457, 0.0084], [-0.0242, -0.0204, 0.0057], [0.1451, -0.0816, 0.0629], [0.0781, -0.1098, -0.0328], [-0.0876, 0.0699, -0.0214], [0.0401, -0.0594, -0.0254], [0.0248, -0.0056, -0.0032], [-0.0796, 0.1102, -0.0968], [-0.0211, 0.0655, -0.0383], [-0.0417, -0.0248, 0.0088], [0.0962, 0.0188, -0.0411], [0.0140, 0.0624, -0.0083], [-0.0548, -0.0767, -0.0765], [0.0039, 0.0161, 0.0200], [-0.0322, 0.0062, -0.0423], [-0.0123, 0.0014, 0.0231], [-0.0014, 0.0706, 0.0723], [0.0124, -0.0403, 0.0115], [-0.0724, 0.0779, -0.0368], [-0.0515, 0.5409, -0.4473], [-0.0261, 0.0011, 0.0040], [0.0391, -0.0172, 0.0199], [-0.0634, -0.2640, 0.1703], [0.0005, 0.0565, -0.2438], [0.1306, 0.0069, -0.2544], [-0.0256, -0.0538, -0.0180], [-0.0831, 0.0112, -0.0991], [-0.0125, -0.1451, 0.0036], [0.0618, 0.0457, -0.0044], [-0.1371, -0.0221, -0.0159], [0.0129, -0.0539, 0.0085], [0.0242, 0.0087, 0.0133], [-0.0308, -0.0132, 0.0265], [0.0240, 0.0021, -0.0415], [0.0001, -0.0304, -0.0221], [0.0867, -0.1890, 0.2788], [-0.1390, -0.1008, 0.0631], [0.0177, 0.1188, -0.0541], [-0.0177, 0.0247, 0.0001], [0.2896, 0.4843, -0.0984], [-0.2372, 0.0308, 0.0971], [0.0292, 0.0035, -0.0119], [0.0015, 0.0030, -0.0282], [-0.4488, 0.1194, 0.0448], [-0.0993, -0.2177, 0.0511]]
}